Entry 1:
116
Properties=species:S:1:pos:R:3:mulliken_charge:R:1 method="wB97M-V/def2-TZVPD" orbital_gap_ev=7.5 e_lumo_ev=-1.2 smiles="CCCCNc1cc(OC[C@@H](C)CC(C)C)c2c(c1C[C@@H](C)Cl)C(=O)c1c(ccc(C(F)(F)C(F)(F)C(F)(F)C(F)(F)F)c1P(O)Cl)C2=O.COCCOC.COCCOC" energy_ha=-4374.1989 fmax_ev_per_a=3.305 homo_energy_ev=-8.719 spin_multiplicity=1
C 3.231 -2.818 0.966 -0.97
C 1.839 -3.248 0.294 -0.10
C 1.947 -3.494 -1.256 -1.09
C 2.281 -2.208 -2.111 -0.25
N 1.650 -0.941 -1.590 0.12
C 0.652 -0.542 -2.583 -0.69
C 1.045 0.145 -3.818 -0.39
C 0.090 0.571 -4.855 -0.51
O 0.433 1.216 -6.021 -0.51
C 1.349 2.309 -5.805 -1.19
C 0.624 3.594 -5.194 0.44
C -0.892 3.680 -5.619 -1.37
C 0.851 3.591 -3.620 -0.37
C 1.398 4.992 -3.086 0.26
C 1.286 5.048 -1.495 -1.24
C 0.531 6.214 -3.617 -1.27
C -1.327 0.229 -4.613 0.84
C -1.751 -0.502 -3.386 0.62
C -0.787 -0.868 -2.367 -0.09
C -1.148 -1.589 -1.035 -0.67
C -0.821 -0.587 0.164 0.49
C -1.090 0.936 -0.196 -1.01
Cl -1.802 -0.964 1.666 -0.23
C -3.250 -0.844 -3.261 0.14
O -3.669 -1.849 -2.736 -0.51
C -4.280 0.131 -3.887 0.33
C -3.852 0.870 -5.086 0.69
C -4.711 1.815 -5.799 -1.30
C -6.084 2.010 -5.295 -0.95
C -6.573 1.281 -4.109 -0.28
C -8.056 1.536 -3.688 0.59
F -8.680 2.111 -4.800 -0.31
F -8.769 0.367 -3.453 -0.29
C -8.161 2.581 -2.480 0.70
F -8.715 3.744 -3.012 -0.31
F -6.880 2.888 -2.081 -0.27
C -9.119 2.162 -1.299 0.58
F -10.393 1.979 -1.808 -0.29
F -8.785 0.979 -0.695 -0.21
C -9.176 3.239 -0.120 0.54
F -7.943 3.431 0.451 -0.22
F -9.937 2.653 0.873 -0.25
F -9.752 4.405 -0.487 -0.21
C -5.648 0.357 -3.415 0.80
P -6.335 -0.504 -1.893 0.57
O -5.153 -0.586 -0.692 -0.49
Cl -6.686 -2.514 -2.412 -0.30
C -2.401 0.633 -5.639 0.01
O -2.229 0.823 -6.822 -0.53
H 4.031 -3.145 0.257 0.20
H 3.226 -1.699 1.048 0.19
H 3.301 -3.322 1.966 0.34
H 1.597 -4.253 0.756 0.44
H 0.996 -2.575 0.594 -0.03
H 2.757 -4.268 -1.402 0.46
H 0.996 -3.997 -1.597 0.40
H 1.935 -2.415 -3.166 0.25
H 3.405 -2.142 -2.168 0.42
H 2.414 -0.254 -1.618 0.47
H 2.144 0.334 -3.940 0.42
H 1.707 2.623 -6.829 0.40
H 2.274 2.030 -5.235 0.30
H 1.167 4.485 -5.615 0.79
H -1.539 3.135 -4.878 0.13
H -1.258 4.742 -5.658 0.40
H -1.037 3.174 -6.616 0.35
H -0.091 3.375 -3.046 0.23
H 1.627 2.825 -3.348 0.05
H 2.466 5.152 -3.403 0.26
H 2.087 4.427 -1.010 0.31
H 1.394 6.126 -1.204 0.40
H 0.276 4.635 -1.209 0.28
H 0.973 7.135 -3.148 0.44
H -0.531 6.065 -3.264 0.25
H 0.516 6.290 -4.737 0.31
H -2.224 -1.860 -0.925 0.68
H -0.478 -2.478 -0.909 -0.11
H 0.256 -0.634 0.477 0.06
H -0.167 1.308 -0.721 0.17
H -1.110 1.485 0.790 0.55
H -2.031 1.102 -0.773 0.06
H -4.381 2.387 -6.695 0.41
H -6.713 2.718 -5.878 0.40
H -4.925 0.314 -0.392 0.31
C 6.869 -0.853 2.926 -0.85
O 6.129 -2.048 2.729 -0.24
C 6.932 -3.214 2.873 -0.51
C 6.707 -3.881 4.220 -0.57
O 7.190 -3.073 5.286 -0.40
C 6.146 -2.390 5.966 -0.75
H 6.163 -0.025 3.000 0.25
H 7.461 -0.890 3.844 0.34
H 7.528 -0.678 2.069 0.32
H 7.992 -2.980 2.725 0.37
H 6.629 -3.909 2.083 0.37
H 7.274 -4.817 4.247 0.40
H 5.649 -4.124 4.362 0.29
H 5.573 -3.098 6.572 0.38
H 5.479 -1.876 5.269 0.30
H 6.597 -1.649 6.626 0.30
C 3.257 -1.695 8.327 -0.85
O 4.005 -2.816 8.776 -0.20
C 3.962 -2.962 10.191 -0.59
C 2.998 -4.061 10.607 -0.51
O 1.650 -3.706 10.319 -0.38
C 1.156 -4.346 9.153 -0.65
H 3.167 -1.757 7.242 0.23
H 2.254 -1.679 8.759 0.42
H 3.784 -0.771 8.584 0.30
H 3.705 -2.014 10.674 0.36
H 4.970 -3.240 10.513 0.37
H 3.067 -4.197 11.690 0.37
H 3.262 -5.011 10.131 0.32
H 0.983 -5.408 9.357 0.32
H 1.846 -4.241 8.311 0.24
H 0.207 -3.881 8.886 0.24

=====

Entry 2:
115
Properties=species:S:1:pos:R:3:mulliken_charge:R:1 method="wB97M-V/def2-TZVPD" orbital_gap_ev="4.9 / 5.5" e_lumo_ev="3.5 / 3.5" s2=2.038 e_above_lowest_kcal_mol=21.1 energy_ha=-14031.3415 total_charge=-2 fmax_ev_per_a=0.585 homo_energy_ev="-1.375 / -2.052" spin_multiplicity=3
Ti 0.801 0.628 -2.276 0.79
C 4.321 -0.117 2.118 -1.68
C 3.096 -0.967 2.155 0.22
C 2.990 -2.089 2.907 -0.61
C 1.803 -2.880 2.869 0.09
N 0.824 -2.580 2.078 -0.91
N 0.928 -1.479 1.318 0.69
B -0.264 -1.269 0.417 -1.05
N -0.660 -2.334 -0.498 0.69
N -1.808 -2.962 -0.047 -0.49
C -2.225 -4.000 -0.742 -0.47
C -1.578 -4.466 -1.884 -0.48
C -0.438 -3.763 -2.366 0.76
C 0.230 -4.170 -3.646 -1.75
C -0.003 -2.683 -1.651 0.47
S 1.364 -1.699 -2.129 -0.89
C -3.469 -4.661 -0.148 2.57
C -4.552 -3.597 0.066 -1.70
C -3.088 -5.276 1.204 -1.60
C -4.028 -5.758 -1.052 -2.35
N -1.112 -0.179 0.748 0.75
N -0.945 0.312 2.031 -0.52
C -1.798 1.195 2.456 0.10
C -2.851 1.693 1.661 -0.51
C -2.889 1.347 0.307 0.26
C -3.853 2.018 -0.625 -1.99
C -1.964 0.437 -0.178 0.96
S -1.735 0.117 -1.856 -0.62
C -1.581 1.691 3.883 2.42
C -1.348 3.207 3.856 -1.74
C -0.366 1.019 4.521 -2.07
C -2.826 1.376 4.719 -1.90
C 1.962 -0.601 1.334 0.74
S 1.956 0.787 0.417 -0.55
C 1.633 -4.098 3.763 2.46
C 1.608 -3.630 5.224 -1.71
C 2.806 -5.063 3.552 -1.82
C 0.327 -4.824 3.444 -2.12
H 5.131 -0.583 2.679 0.41
H 4.107 0.868 2.539 0.26
H 4.634 0.064 1.088 0.39
H 3.824 -2.402 3.524 0.35
H -1.953 -5.316 -2.434 0.39
H -0.275 -5.035 -4.079 0.38
H 1.280 -4.423 -3.489 0.31
H 0.212 -3.355 -4.373 0.23
H -4.168 -2.779 0.673 0.25
H -5.421 -4.040 0.564 0.42
H -4.875 -3.181 -0.891 0.39
H -2.685 -4.509 1.866 0.24
H -2.323 -6.047 1.074 0.36
H -3.963 -5.734 1.676 0.44
H -4.284 -5.369 -2.040 0.46
H -4.935 -6.171 -0.603 0.44
H -3.317 -6.577 -1.181 0.39
H -3.550 2.417 2.059 0.31
H -4.402 2.805 -0.105 0.39
H -4.568 1.300 -1.034 0.31
H -3.322 2.444 -1.478 0.36
H -0.450 3.443 3.282 0.21
H -1.214 3.586 4.874 0.51
H -2.188 3.736 3.403 0.32
H 0.539 1.212 3.943 0.22
H -0.495 -0.063 4.568 0.42
H -0.231 1.406 5.535 0.51
H -3.717 1.856 4.312 0.31
H -2.689 1.728 5.746 0.49
H -3.006 0.299 4.745 0.36
H 2.537 -3.123 5.498 0.34
H 1.480 -4.486 5.891 0.46
H 0.783 -2.935 5.390 0.30
H 3.764 -4.611 3.812 0.32
H 2.855 -5.388 2.511 0.37
H 2.674 -5.947 4.181 0.47
H -0.532 -4.165 3.564 0.28
H 0.217 -5.679 4.117 0.52
H 0.314 -5.181 2.414 0.41
O 0.354 2.457 -1.575 0.93
C 0.740 3.491 -0.982 -0.65
C -0.090 4.023 0.156 1.42
C -0.802 5.327 -0.224 -0.77
C 0.091 6.560 -0.094 -0.76
C 1.343 6.550 -0.970 -0.68
C 2.285 5.374 -0.730 -0.77
N 1.825 4.135 -1.341 0.57
H 0.558 4.199 1.021 0.58
H -0.797 3.237 0.418 -1.38
H -1.676 5.444 0.422 0.47
H -1.181 5.245 -1.247 0.30
H 0.397 6.656 0.955 0.26
H -0.498 7.452 -0.326 0.41
H 1.903 7.472 -0.791 0.42
H 1.068 6.552 -2.029 0.29
H 2.450 5.218 0.341 0.24
H 3.254 5.567 -1.189 0.38
H 2.388 3.807 -2.139 -0.37
F 2.546 3.869 -8.247 -0.37
C 1.939 3.139 -7.272 0.68
C 1.968 1.764 -7.351 -0.81
C 1.323 1.030 -6.366 -0.04
C 0.666 1.650 -5.302 0.22
C -0.014 0.863 -4.242 -1.47
C 0.691 3.044 -5.252 0.09
C 1.321 3.797 -6.230 -0.80
H 2.514 1.282 -8.150 0.38
H 1.357 -0.053 -6.404 0.32
H -0.176 -0.176 -4.552 0.50
H -1.001 1.289 -4.039 0.64
H 0.224 3.548 -4.412 0.15
H 1.380 4.874 -6.166 0.36
Se 6.462 1.602 -1.638 -0.68
Sb 5.187 2.218 -3.602 0.70
Se 2.906 1.036 -2.852 -0.14
Se 5.708 1.202 -5.717 -0.66
Se 4.327 4.507 -3.651 -0.71

=====

Entry 3:
106
Properties=species:S:1:pos:R:3:mulliken_charge:R:1 method="wB97M-V/def2-TZVPD" orbital_gap_ev="7.5 / 7.6" e_lumo_ev="-1.3 / -1.3" s2=2.009 energy_ha=-4841.3237 fmax_ev_per_a=4.715 homo_energy_ev="-8.835 / -8.963" spin_multiplicity=3
C -2.663 -1.433 -0.092 -0.62
C -3.601 -0.146 -0.325 0.44
C -5.136 -0.237 -0.654 -0.89
C -6.024 1.042 -0.864 -0.81
C -5.442 2.501 -0.736 0.61
C -6.339 3.799 -0.961 -0.30
C -7.893 3.623 -0.581 -0.62
C -8.700 4.691 -1.497 0.76
F -8.708 4.264 -2.875 -0.26
F -10.032 4.890 -1.062 -0.24
F -7.998 5.951 -1.510 -0.26
C -3.906 2.588 -0.397 0.19
C -3.016 1.294 -0.222 0.22
C -1.445 1.537 0.074 0.11
O -0.750 0.805 0.832 -0.41
C -0.819 2.786 -0.721 0.31
C 0.628 2.799 -1.384 -0.72
C 1.122 4.065 -2.183 -0.31
C 0.276 5.348 -2.380 0.68
C 0.690 6.642 -3.209 -0.63
C 2.212 7.131 -3.007 0.32
C 2.851 6.803 -1.568 -1.16
C 3.121 6.633 -4.257 -1.17
C -1.198 5.334 -1.699 -0.41
Br -2.476 6.852 -1.855 -0.17
C -1.705 4.088 -0.899 0.48
C -3.156 4.006 -0.211 -0.15
O -3.668 4.944 0.458 -0.52
H -3.291 -2.398 -0.049 0.28
H -1.977 -1.527 -1.000 0.26
H -2.056 -1.339 0.887 0.02
H -5.549 -1.306 -0.736 0.29
H -7.125 0.829 -1.113 0.13
H -5.964 4.741 -0.441 0.39
H -6.304 4.029 -2.097 0.32
H -8.014 4.020 0.495 0.27
H -8.298 2.564 -0.682 0.29
H 1.314 1.880 -1.304 0.32
H 2.173 4.030 -2.646 0.16
H 0.015 7.549 -3.059 0.28
H 0.587 6.355 -4.329 0.26
H 2.193 8.286 -3.095 0.39
H 3.640 5.979 -1.734 0.27
H 3.452 7.738 -1.242 0.33
H 2.098 6.560 -0.747 0.30
H 4.083 7.272 -4.245 0.34
H 3.321 5.511 -4.246 0.22
H 2.550 6.982 -5.202 0.36
C 4.426 0.466 4.971 -1.69
C 4.217 -0.988 4.451 1.87
C 4.818 -1.143 3.034 -1.52
C 3.985 -0.498 1.935 -0.69
C 2.548 -0.999 1.996 -0.70
C 1.908 -0.808 3.382 1.87
N 2.761 -1.332 4.497 0.32
O 2.658 -2.691 4.489 -0.54
C 1.618 0.698 3.590 -1.82
C 0.497 -1.453 3.367 -1.57
C 5.081 -1.858 5.407 -1.88
H 5.042 0.491 5.875 0.49
H 4.920 1.101 4.230 0.33
H 3.497 0.951 5.268 0.31
H 4.927 -2.211 2.795 0.40
H 5.833 -0.731 3.007 0.39
H 4.022 0.591 2.018 0.25
H 4.419 -0.741 0.957 0.41
H 1.959 -0.481 1.228 0.28
H 2.535 -2.059 1.717 0.27
H 1.246 0.891 4.602 0.41
H 0.848 1.050 2.897 0.18
H 2.485 1.338 3.416 0.38
H 0.522 -2.512 3.095 0.37
H -0.147 -0.964 2.629 0.09
H 0.009 -1.358 4.343 0.51
H 4.690 -1.825 6.429 0.47
H 6.111 -1.489 5.431 0.45
H 5.134 -2.902 5.092 0.35
C -0.529 -5.583 0.673 -1.61
C -0.697 -5.883 -0.847 1.93
C 0.020 -7.203 -1.216 -1.62
C 1.537 -7.085 -1.281 -0.45
C 1.941 -5.945 -2.208 -1.40
C 1.280 -4.607 -1.830 1.96
N -0.203 -4.719 -1.646 0.72
O -0.765 -4.800 -2.885 -0.56
C 1.942 -4.075 -0.536 -2.12
C 1.662 -3.550 -2.897 -1.91
C -2.223 -6.136 -1.015 -1.80
H -1.492 -5.558 1.193 0.47
H 0.087 -6.333 1.175 0.32
H -0.096 -4.602 0.868 0.21
H -0.335 -7.555 -2.195 0.40
H -0.250 -7.992 -0.505 0.38
H 1.951 -6.938 -0.280 0.29
H 1.961 -8.027 -1.649 0.41
H 3.033 -5.848 -2.197 0.36
H 1.676 -6.220 -3.235 0.37
H 1.439 -3.170 -0.180 0.33
H 2.989 -3.808 -0.711 0.58
H 1.957 -4.803 0.277 0.42
H 1.375 -3.850 -3.908 0.43
H 2.745 -3.394 -2.920 0.41
H 1.196 -2.583 -2.679 0.36
H -2.797 -5.228 -0.803 0.34
H -2.558 -6.913 -0.320 0.47
H -2.483 -6.484 -2.016 0.38

=====

Entry 4:
117
Properties=species:S:1:pos:R:3:mulliken_charge:R:1 method="wB97M-V/def2-TZVPD" orbital_gap_ev="4.8 / 4.9" e_lumo_ev="-7.0 / -6.9" e_above_lowest_kcal_mol=165.2 energy_ha=-3066.4532 total_charge=+2 fmax_ev_per_a=2.962 homo_energy_ev="-11.856 / -11.857" spin_multiplicity=1
Tl -12.468 -13.938 -9.727 0.98
C -10.340 -16.422 -11.161 -1.61
C -10.837 -16.991 -9.845 -0.07
N -10.848 -16.003 -8.780 0.76
C -9.450 -15.402 -8.557 -0.43
C -8.397 -16.345 -8.016 -1.41
C -11.418 -16.399 -7.506 -0.41
C -11.462 -15.213 -6.455 -1.56
N -11.935 -14.032 -7.160 0.00
C -12.666 -13.189 -6.431 0.45
C -12.764 -11.818 -6.855 0.12
F -12.227 -11.470 -8.059 -0.18
C -13.481 -10.877 -6.147 0.12
F -13.466 -9.590 -6.534 -0.35
C -14.041 -11.135 -4.873 -0.61
C -14.018 -12.477 -4.481 0.04
F -14.400 -12.776 -3.216 -0.28
C -13.475 -13.496 -5.284 0.43
F -13.763 -14.765 -5.008 -0.25
H -10.321 -17.216 -11.920 0.45
H -10.443 -14.561 -12.248 -0.10
H -9.277 -16.145 -11.036 0.48
H -12.230 -17.878 -11.104 0.57
H -10.309 -17.880 -9.558 0.23
H -9.150 -15.018 -9.536 0.12
H -9.655 -14.542 -7.897 0.51
H -8.102 -17.102 -8.769 0.31
H -7.496 -15.804 -7.779 0.46
H -8.750 -16.856 -7.147 0.27
H -12.388 -16.839 -7.776 0.05
H -10.835 -17.235 -7.033 0.37
H -12.143 -15.484 -5.647 0.93
H -10.464 -15.108 -5.995 0.26
H -14.374 -10.411 -4.170 0.60
O -20.623 -16.380 -12.033 -0.52
C -20.237 -15.745 -10.814 -0.57
C -18.934 -15.071 -11.156 0.71
C -18.042 -15.585 -12.170 -1.10
C -16.903 -14.830 -12.410 -0.25
N -16.639 -13.647 -11.874 -0.08
C -17.469 -13.141 -10.933 -0.02
C -18.650 -13.807 -10.588 -0.64
C -17.143 -11.880 -10.186 0.18
C -17.765 -11.555 -8.961 -0.53
C -17.476 -10.333 -8.363 0.59
C -18.024 -10.064 -6.939 -0.43
O -19.272 -10.703 -6.936 -0.51
C -16.538 -9.467 -9.004 -0.98
C -16.172 -9.843 -10.311 -0.66
N -16.327 -11.033 -10.802 -0.31
H -21.426 -16.892 -11.962 0.31
H -19.968 -16.354 -9.948 0.27
H -20.977 -15.002 -10.585 0.36
H -18.274 -16.488 -12.733 0.45
H -16.174 -15.124 -13.090 0.66
H -19.395 -13.296 -9.986 0.42
H -18.464 -12.246 -8.496 0.43
H -18.097 -8.953 -6.976 0.37
H -17.323 -10.364 -6.104 0.15
H -19.784 -10.425 -6.150 0.32
H -16.250 -8.502 -8.638 0.52
H -15.665 -9.166 -10.960 0.65
N -14.602 -8.255 -15.156 -0.39
C -14.667 -9.018 -13.985 0.22
O -14.997 -8.548 -12.927 -0.56
C -14.080 -10.407 -14.242 0.60
C -14.322 -11.391 -13.272 0.33
C -13.824 -12.639 -13.480 -0.89
N -13.076 -12.984 -14.509 -0.37
C -12.778 -12.023 -15.361 -0.62
C -13.258 -10.722 -15.326 -0.70
H -15.010 -7.335 -15.208 0.24
H -14.463 -8.695 -16.054 0.18
H -15.000 -11.145 -12.431 0.38
H -14.012 -13.454 -12.836 0.96
H -12.202 -12.380 -16.211 0.41
H -12.803 -9.969 -15.983 0.43
C -12.942 -19.809 -6.289 -1.28
C -14.347 -20.069 -6.905 0.78
C -15.343 -19.162 -6.173 -1.29
C -14.340 -19.996 -8.453 -1.23
N -13.734 -18.819 -9.040 0.77
C -14.302 -17.622 -9.308 -0.35
N -13.424 -16.808 -9.834 -0.56
N -12.254 -17.600 -10.062 0.91
N -12.420 -18.826 -9.334 -0.98
H -13.050 -19.891 -5.191 0.46
H -12.339 -18.884 -6.499 0.14
H -12.301 -20.635 -6.666 0.39
H -14.536 -21.167 -6.755 0.33
H -14.841 -18.183 -5.993 0.21
H -15.558 -19.557 -5.131 0.35
H -16.271 -18.961 -6.726 0.37
H -15.375 -20.037 -8.753 0.42
H -13.813 -20.911 -8.870 0.38
H -15.378 -17.423 -9.127 0.45
C -10.158 -11.838 -11.493 -0.88
N -9.205 -12.743 -12.177 0.24
C -7.824 -12.521 -11.738 -1.26
C -9.670 -13.739 -12.937 -0.42
N -11.083 -15.282 -11.629 0.08
N -9.175 -14.161 -14.053 0.29
C -9.876 -15.158 -14.828 -0.72
C -7.979 -13.604 -14.691 -1.00
H -9.695 -10.886 -11.407 0.53
H -10.447 -12.181 -10.458 0.09
H -11.100 -11.722 -12.090 0.19
H -7.767 -12.232 -10.659 0.36
H -7.350 -11.730 -12.326 0.41
H -7.192 -13.434 -11.961 0.39
H -11.920 -15.443 -12.186 0.28
H -9.973 -16.153 -14.369 0.16
H -9.285 -15.254 -15.712 0.44
H -10.928 -14.798 -15.079 0.22
H -7.513 -12.786 -14.079 0.30
H -8.317 -13.254 -15.707 0.42
H -7.186 -14.347 -14.906 0.33